9
Properties=species:S:1:pos:R:3:forces:R:3 method="wB97M-V/def2-TZVPD" relative_energy_kcal_mol=20.0 e_homo_ev=-9.39 orbital_gap_ha=0.32000 total_energy_ha=-1320.89515
C -0.446195 1.495904 0.422844 -0.394 -2.074 1.006
C 0.936949 -0.755065 -0.617797 1.125 0.355 -1.204
C -0.260297 -0.516680 0.160954 -2.014 1.860 0.902
O 0.463164 2.019277 0.921071 0.173 0.265 -0.373
O 1.982044 -1.057563 -0.156325 0.671 -0.138 0.169
Cl 0.888784 -0.447854 -2.352102 -0.444 0.214 -0.310
I 0.098424 -1.645034 1.947333 -0.549 0.549 0.407
I -2.150066 -1.036362 -0.665126 0.253 0.081 -0.093
H -1.512806 1.943377 0.339148 1.179 -1.111 -0.504

---

9
Properties=species:S:1:pos:R:3:forces:R:3 method="wB97M-V/def2-TZVPD" total_charge=-1 relative_energy_kcal_mol=103.2 e_homo_ev="-2.25 / -2.24" orbital_gap_ha="0.17994 / 0.17984" total_energy_ha=-855.46366 smiles="[NH-]OC(=O)C(Cl)=C=O"
N -0.753504 1.034689 -0.743868 1.033 -4.275 -0.150
O 0.422916 1.519317 -0.096380 3.309 0.927 1.390
C 1.714372 1.159235 0.149137 -3.393 2.366 -0.585
O 2.488434 2.066974 0.455716 -0.099 -1.210 0.104
C 2.192362 -0.252105 0.036917 2.073 1.684 -0.388
Cl 3.960320 -0.177380 -0.252767 -0.571 -0.901 0.084
C 1.662386 -1.419653 0.154593 -3.597 -5.000 0.101
O 1.080685 -2.494967 0.223238 2.654 4.274 -0.147
H -0.465489 -0.052177 -0.722964 -1.411 2.135 -0.409

---

6
Properties=species:S:1:pos:R:3:forces:R:3 method="wB97M-V/def2-TZVPD" relative_energy_kcal_mol=76.2 e_homo_ev="-9.54 / -9.54" orbital_gap_ha="0.30039 / 0.30034" total_energy_ha=-650.13063 smiles="O=c1cc1Cl"
O -0.191552 -2.033484 0.156524 -0.163 -0.572 0.175
C -0.187274 -0.853154 0.008614 -0.234 -0.568 -0.068
C -0.911986 0.307288 -0.166828 6.805 -0.879 -0.425
C 0.946082 0.142060 -0.184249 -6.474 1.149 0.004
Cl 1.955924 1.384054 0.101199 0.666 0.361 0.051
H -1.611194 1.053237 0.084741 -0.601 0.509 0.263